No. 1
C2H3N3O2 in the gas phase, computed with the ωB97M-V functional and the def2-TZVPD basis.

The calculation puts the relative energy (zero: lowest compared OMol25 entry of this formula, charge and spin) at 4.496 eV. The structure (SMILES) is O=c1ncn(O)[nH]1. The HOMO energy is -0.330 hartree. As for the frontier orbital gap: 9.0 eV.

Atoms and positions in Å:
O  0.365  2.245  -1.008
C  0.247  1.078  -0.559
N  1.301  0.091  -0.655
C  0.799  -1.032  -0.134
N  -0.336  -0.766  0.648
O  -1.188  -1.799  0.911
N  -0.698  0.457  0.324
H  1.492  -1.951  0.050
H  -1.635  -1.512  1.798
H  -1.413  1.159  0.868

No. 2
C23H32N2O4S in the gas phase, computed with the ωB97M-V functional and the def2-TZVPD basis.

The calculation puts the relative energy (zero: lowest compared OMol25 entry of this formula, charge and spin) at 1.471 eV. The structure (SMILES) is CCC(=O)N1c2ccc(S(=O)(=O)CCC(=O)NCCC3=CCCCC3)cc2C[C@H]1C. The HOMO energy is -0.317 hartree. As for the frontier orbital gap: 9.2 eV.

Atoms and positions in Å:
C  -1.242  0.402  -5.236
C  -0.272  -0.275  -4.274
C  1.121  0.298  -4.431
O  1.454  0.960  -5.390
N  2.014  0.074  -3.415
C  1.920  -0.635  -2.227
C  1.078  -1.677  -1.864
C  1.202  -2.214  -0.590
C  2.149  -1.739  0.293
S  2.254  -2.503  1.912
O  3.429  -3.333  1.946
O  0.986  -3.142  2.184
C  2.484  -1.162  3.135
C  1.139  -0.551  3.473
C  0.504  0.051  2.220
O  0.864  1.116  1.758
N  -0.491  -0.691  1.706
C  -1.286  -0.268  0.579
C  -2.786  -0.447  0.849
C  -3.298  0.512  1.891
C  -3.926  1.629  1.550
C  -4.436  2.647  2.523
C  -3.856  2.432  3.917
C  -3.927  0.953  4.275
C  -3.032  0.158  3.328
C  3.042  -0.745  -0.082
C  2.918  -0.202  -1.337
C  3.734  0.876  -1.981
C  3.299  0.795  -3.451
C  4.296  0.022  -4.309
H  -1.328  1.460  -5.004
H  -2.225  -0.055  -5.167
H  -0.878  0.311  -6.256
H  -0.604  -0.141  -3.242
H  -0.231  -1.344  -4.497
H  0.352  -2.094  -2.540
H  0.561  -3.020  -0.267
H  2.956  -1.630  3.995
H  3.159  -0.434  2.695
H  0.492  -1.318  3.897
H  1.276  0.253  4.200
H  -0.591  -1.648  2.019
H  -1.006  -0.845  -0.310
H  -1.051  0.784  0.404
H  -2.964  -1.478  1.166
H  -3.317  -0.282  -0.090
H  -4.114  1.847  0.506
H  -5.529  2.580  2.560
H  -4.191  3.649  2.161
H  -2.813  2.753  3.930
H  -4.404  3.031  4.647
H  -3.610  0.793  5.307
H  -4.958  0.607  4.180
H  -1.983  0.373  3.556
H  -3.185  -0.914  3.477
H  3.820  -0.415  0.587
H  4.804  0.708  -1.868
H  3.490  1.844  -1.538
H  3.123  1.776  -3.899
H  3.913  -0.073  -5.321
H  4.459  -0.971  -3.895
H  5.245  0.551  -4.346

No. 3
4 unconnected molecules or ions with the total composition C32H44BBrCl2O8S, computed with the ωB97M-V functional and the def2-TZVPD basis.

The structure (SMILES) is CCCc1cc(/C(Cl)=C(\C)Cl)c(CC(=O)Br)c2c1C(=O)c1cc(S)c(B(O)OC)cc1C2=O.CC(C)O.CC(C)O.CC(C)O. The HOMO energy is -0.326 hartree. As for the frontier orbital gap: 7.1 eV.

Atoms and positions in Å:
C  4.289  -3.345  1.163
C  3.281  -3.412  -0.167
C  1.792  -2.986  0.379
C  1.662  -1.431  0.891
C  2.589  -0.182  0.278
C  2.432  1.382  0.748
C  3.424  2.480  -0.022
Cl  5.194  2.809  0.457
C  2.760  3.223  -1.168
C  1.167  2.985  -1.589
Cl  3.668  4.513  -2.204
C  1.309  1.828  1.898
C  1.115  3.397  2.339
C  2.495  4.167  2.783
O  2.642  5.447  2.341
Br  3.977  3.337  3.894
C  0.393  0.604  2.518
C  0.541  -0.996  2.054
C  -0.476  -2.124  2.756
O  -0.077  -3.318  3.205
C  -2.059  -1.604  2.904
C  -3.358  -2.556  2.571
C  -4.851  -1.829  2.732
S  -6.360  -2.908  2.304
C  -4.993  -0.248  3.202
B  -6.468  0.523  3.328
O  -6.588  1.808  2.552
O  -7.626  0.006  4.094
C  -8.746  0.063  3.100
C  -3.670  0.709  3.544
C  -2.201  -0.006  3.379
C  -0.809  0.882  3.647
O  -0.681  1.699  4.696
H  3.635  -3.055  2.119
H  5.083  -2.507  0.892
H  4.756  -4.413  1.279
H  3.285  -4.547  -0.534
H  3.580  -2.652  -1.005
H  1.467  -3.796  1.159
H  1.045  -3.095  -0.540
H  3.394  -0.445  -0.547
H  0.458  3.280  -0.678
H  0.846  3.705  -2.476
H  0.925  1.859  -1.849
H  0.708  3.975  1.378
H  0.314  3.578  3.181
H  -3.238  -3.684  2.200
H  -6.432  -2.817  0.880
H  -6.356  1.513  1.601
H  -9.422  -0.871  3.305
H  -8.337  -0.072  1.988
H  -9.316  1.098  3.241
H  -3.783  1.848  3.848
C  4.188  -7.308  -3.908
C  4.564  -6.595  -2.619
C  5.210  -7.549  -1.627
O  3.394  -6.028  -2.035
H  3.464  -8.108  -3.717
H  3.713  -6.613  -4.608
H  5.070  -7.743  -4.390
H  5.252  -5.772  -2.840
H  4.522  -8.357  -1.355
H  5.464  -7.025  -0.699
H  6.122  -7.990  -2.040
H  2.777  -6.751  -1.835
C  -3.035  5.526  0.955
C  -4.145  4.512  0.731
C  -5.517  5.139  0.924
O  -3.988  3.430  1.646
H  -3.065  5.920  1.977
H  -2.054  5.057  0.825
H  -3.119  6.363  0.256
H  -4.068  4.099  -0.280
H  -5.634  5.519  1.945
H  -6.306  4.394  0.772
H  -5.675  5.965  0.224
H  -4.055  3.787  2.547
C  1.851  0.871  -6.090
C  2.041  1.865  -4.955
C  2.789  3.104  -5.423
O  2.771  1.244  -3.900
H  2.818  0.532  -6.479
H  1.323  -0.021  -5.736
H  1.280  1.314  -6.911
H  1.065  2.155  -4.552
H  3.788  2.844  -5.789
H  2.929  3.805  -4.593
H  2.245  3.614  -6.224
H  3.639  0.983  -4.249

No. 4
A molecular structure, H23O12, computed with the ωB97M-V functional and the def2-TZVPD basis.

The calculation puts the relative energy (zero: lowest compared OMol25 entry of this formula, charge and spin) at 3.327 eV. The HOMO energy is -0.229 hartree. As for the frontier orbital gap: 8.7 eV. The charge is -1.

Atoms and positions in Å:
O  -2.476  0.149  3.562
H  -2.792  -0.212  2.729
H  1.831  0.653  0.529
O  -2.607  1.229  0.289
H  -2.552  0.829  1.159
H  -3.062  0.562  -0.236
O  -0.961  -1.135  -3.231
H  -1.565  -0.389  -3.274
O  2.265  0.811  -0.339
H  2.645  0.910  -4.136
H  1.513  0.603  -0.924
O  0.973  -3.142  0.241
H  0.323  -2.403  0.284
H  0.986  -1.880  -3.828
O  -0.063  -2.824  3.876
H  -0.206  -2.035  4.408
H  -0.663  -1.018  -2.279
O  2.954  1.690  -3.684
H  2.997  1.583  -2.731
H  -0.626  -2.605  3.115
O  1.598  1.824  1.887
H  0.762  1.744  2.360
H  1.332  2.225  1.050
O  -0.610  4.145  0.677
H  0.270  4.311  0.339
H  -0.771  4.515  1.542
O  -0.551  -0.126  -0.837
H  -1.589  0.480  3.415
H  -0.859  0.764  -0.664
O  -0.990  -1.479  1.152
H  -0.964  -0.826  0.100
H  -1.306  -2.242  0.643
O  1.963  -1.932  -3.837
H  0.801  -3.633  1.049
H  2.000  -1.148  -4.406

No. 5
A molecular structure, C48H34IrN4OP2SSe, computed with the ωB97M-V functional and the def2-TZVPD basis.

The HOMO energy is -0.589 hartree. As for the frontier orbital gap: 6.9 eV. The charge is +3.

Atoms and positions in Å:
Ir  -0.137  0.278  -0.229
O  -3.066  0.374  -1.431
S  -1.857  -0.431  -1.514
C  -2.219  -2.054  -0.860
C  -2.684  -3.120  -1.610
C  -3.082  -4.281  -0.953
C  -3.034  -4.352  0.429
C  -2.576  -3.269  1.176
C  -2.161  -2.106  0.545
P  -1.514  -0.667  1.469
C  -2.888  0.401  1.905
C  -2.614  1.730  2.236
C  -3.648  2.585  2.578
C  -4.958  2.120  2.576
C  -5.233  0.803  2.236
C  -4.201  -0.061  1.902
C  -0.715  -1.303  2.943
C  0.182  -2.370  2.823
C  0.855  -2.835  3.939
C  0.642  -2.235  5.177
C  -0.254  -1.184  5.301
C  -0.938  -0.715  4.186
C  -1.278  -0.440  -3.203
C  -2.028  -1.000  -4.226
C  -1.599  -0.844  -5.540
C  -0.461  -0.104  -5.821
C  0.242  0.524  -4.797
C  -0.161  0.371  -3.478
P  0.616  1.300  -2.126
C  2.235  1.874  -2.574
C  2.412  3.169  -3.065
C  3.680  3.585  -3.442
C  4.757  2.715  -3.334
C  4.579  1.424  -2.846
C  3.319  0.999  -2.462
C  -0.505  2.615  -1.623
C  -0.073  3.399  -0.534
C  -0.922  4.347  0.018
C  -2.193  4.517  -0.509
C  -2.620  3.757  -1.598
C  -1.788  2.807  -2.154
H  -2.732  -3.079  -2.687
H  -3.436  -5.124  -1.530
H  -3.354  -5.253  0.935
H  -2.538  -3.339  2.256
H  -1.593  2.094  2.247
H  -3.437  3.610  2.852
H  -5.767  2.786  2.846
H  -6.254  0.446  2.234
H  -4.426  -1.086  1.636
H  0.315  -2.872  1.870
H  1.528  -3.679  3.855
H  1.161  -2.606  6.051
H  -0.437  -0.737  6.268
H  -1.651  0.093  4.291
H  -2.951  -1.524  -4.021
H  -2.167  -1.293  -6.343
H  -0.135  0.016  -6.846
H  1.099  1.144  -5.031
H  1.572  3.848  -3.151
H  3.827  4.586  -3.824
H  5.743  3.043  -3.634
H  5.424  0.754  -2.770
H  3.180  -0.012  -2.092
H  0.958  3.336  -0.211
H  -0.581  4.977  0.829
H  -2.851  5.267  -0.091
H  -3.605  3.917  -2.013
H  -2.129  2.221  -2.997
Se  6.153  -2.701  2.902
N  5.079  -3.211  1.587
C  4.160  -2.287  1.462
C  3.085  -2.362  0.486
C  2.925  -3.425  -0.402
C  1.862  -3.398  -1.282
C  0.968  -2.340  -1.248
N  1.101  -1.330  -0.385
C  2.162  -1.315  0.460
C  2.273  -0.178  1.345
N  1.324  0.772  1.214
C  1.325  1.793  2.071
C  2.299  1.945  3.049
C  3.297  1.001  3.164
C  3.283  -0.096  2.303
C  4.255  -1.175  2.360
N  5.251  -1.207  3.209
H  3.635  -4.242  -0.391
H  1.704  -4.188  -2.003
H  0.140  -2.299  -1.937
H  0.519  2.505  1.977
H  2.256  2.799  3.710
H  4.073  1.084  3.913

No. 6
A molecular structure, C4H20AgBClN8O4, computed with the ωB97M-V functional and the def2-TZVPD basis.

The calculation puts the relative energy (zero: lowest compared OMol25 entry of this formula, charge and spin) at 1.843 eV. As for the multiplicity: 2. Its expectation value of S² is 0.755. The HOMO energy (spin up / spin down) is -0.299 / -0.293 hartree. As for the frontier orbital gap (spin up / spin down): 8.6 / 6.5 eV.

Atoms and positions in Å:
Ag  -0.126  0.389  -0.557
B  0.264  1.437  1.580
H  1.066  0.635  1.567
H  -0.764  1.048  1.370
H  0.342  2.069  2.515
H  0.639  2.103  0.743
Cl  -0.461  -0.447  -3.040
C  -2.366  -1.916  0.685
O  -1.678  -0.944  0.420
N  -3.449  -2.247  -0.060
N  -2.429  -2.607  1.852
H  -4.151  -2.935  0.139
H  -3.553  -1.701  -0.901
H  -3.226  -3.185  2.037
H  -1.773  -2.429  2.594
C  1.741  -2.285  0.478
O  1.099  -1.480  -0.175
N  1.260  -3.302  1.205
N  3.093  -2.256  0.513
H  1.891  -3.982  1.587
H  0.291  -3.384  1.459
H  3.612  -2.871  1.113
H  3.519  -1.445  0.100
C  -2.475  2.696  -0.534
O  -1.483  2.125  -1.002
N  -3.645  2.757  -1.183
N  -2.469  3.182  0.704
H  -3.628  2.240  -2.047
H  -4.479  3.022  -0.691
H  -3.332  3.403  1.168
H  -1.623  3.012  1.232
C  2.959  1.240  -1.706
O  1.804  1.383  -1.318
N  3.450  1.606  -2.898
N  3.910  0.710  -0.969
H  4.418  1.876  -2.895
H  3.014  1.536  -3.801
H  4.814  0.422  -1.304
H  3.923  0.524  0.022